This record from OMol25 describes a structure of composition C57H46BN6OP2SZn. The level of theory is the ωB97M-V functional and the def2-TZVPD basis.

CARTESIAN COORDINATES (ANGSTROEM)
1 Zn 11.19149 12.69023 15.12347
2 C 8.28674 12.69564 18.10876
3 C 8.95817 12.45059 16.90492
4 N 10.20944 12.74819 16.97566
5 N 10.44122 13.29041 18.23139
6 C 9.26303 13.19810 18.98180
7 B 11.74038 13.94422 18.60106
8 N 12.16293 15.24591 17.92171
9 C 11.62621 16.59482 18.16449
10 C 10.93679 17.79984 16.50535
11 C 10.91937 17.18622 15.14322
12 N 13.07853 15.21742 16.87982
13 N 12.71839 12.89049 18.17658
14 C 13.72720 12.36222 18.91346
15 C 14.36953 11.42352 18.13411
16 C 13.70844 11.41366 16.91642
17 N 12.61542 12.20318 16.93137
18 H 7.18461 12.58478 18.28981
19 H 8.48011 12.13855 15.96292
20 H 9.15345 13.72226 19.95932
21 H 11.70937 14.03041 19.80387
22 H 11.76992 16.85886 19.24683
23 H 10.76510 18.89725 16.50112
24 H 11.55057 17.70087 14.48571
25 H 13.85124 12.60004 19.95312
26 H 15.17862 10.75560 18.49864
27 H 14.12092 10.90131 16.06309
28 O 14.31223 11.76104 13.53207
29 S 13.21300 12.78201 13.30098
30 C 12.76133 12.51749 11.51985
31 C 13.53302 13.19623 10.55873
32 C 13.10353 13.34774 9.25396
33 C 11.99632 12.68388 8.79056
34 C 11.39734 12.52757 7.44726
35 C 10.34577 11.36882 7.55977
36 C 10.46925 10.93728 9.02030
37 C 9.86577 9.91455 9.77917
38 C 10.03891 9.91204 11.19332
39 C 10.96710 10.67217 11.85170
40 P 11.04386 10.54180 13.65885
41 C 12.24888 9.32426 14.09900
42 C 12.24703 8.67043 15.33227
43 C 13.04158 7.52789 15.54616
44 C 13.87332 7.04060 14.53772
45 C 13.96648 7.75461 13.34363
46 C 13.19289 8.88709 13.10732
47 C 9.43499 9.71933 14.09866
48 C 9.25093 8.51252 14.81616
49 C 8.01226 8.24572 15.33613
50 C 6.90315 9.07620 15.02454
51 C 7.06915 10.14077 14.20268
52 C 8.34817 10.49110 13.70499
53 C 11.73561 11.58638 11.07115
54 C 11.46412 11.63794 9.65384
55 C 14.09103 14.30145 13.20094
56 C 15.46700 14.37068 13.54297
57 C 16.28916 15.42559 13.22010
58 C 15.73610 16.48593 12.51498
59 C 16.30125 17.74213 11.92528
60 C 15.08450 18.55598 11.37412
61 C 13.86243 17.76378 11.75930
62 C 12.49575 18.03747 11.74570
63 C 11.55305 17.02951 12.21084
64 C 12.00443 15.90369 12.78559
65 P 10.79196 14.90404 13.63709
66 C 10.12582 16.08422 14.90547
67 C 13.26160 16.46704 16.46482
68 C 12.32616 17.48388 17.07162
69 C 10.17109 17.06279 17.62467
70 C 9.22599 16.04562 17.12898
71 C 9.13948 15.65884 15.86800
72 C 9.32139 14.97590 12.57829
73 C 8.06211 15.22598 13.10427
74 C 6.89786 15.11218 12.29946
75 C 7.06807 14.71408 10.98840
76 C 8.35246 14.59982 10.43494
77 C 9.46629 14.72833 11.20818
78 C 13.43235 15.56176 12.78327
79 C 14.33509 16.52804 12.35229
80 H 14.47661 13.51374 10.89302
81 H 13.65519 14.00588 8.55717
82 H 10.98491 13.42143 7.02844
83 H 12.22049 12.18610 6.77468
84 H 9.34817 11.63491 7.24649
85 H 10.56606 10.47582 6.95940
86 H 9.13914 9.18393 9.36604
87 H 9.59656 9.08695 11.72124
88 H 11.57329 8.98887 16.10696
89 H 13.08475 7.17327 16.60156
90 H 14.57797 6.21615 14.67976
91 H 14.70283 7.41616 12.65732
92 H 13.47117 9.51403 12.28325
93 H 10.07526 7.83006 15.00857
94 H 7.95202 7.45510 16.04397
95 H 5.87654 8.75826 15.21397
96 H 6.18510 10.60749 13.76647
97 H 8.50146 11.36902 13.09139
98 H 15.85008 13.51008 14.06146
99 H 17.32699 15.48228 13.47584
100 H 16.75973 18.25774 12.72773
101 H 17.05305 17.63428 11.10562
102 H 15.07916 19.61021 11.79732
103 H 15.08760 18.63089 10.28357
104 H 12.06794 19.05770 11.43564
105 H 10.49752 17.24384 12.17332
106 H 14.03660 16.78840 15.72276
107 H 12.84931 18.34755 17.49882
108 H 9.66609 17.77459 18.23435
109 H 8.53141 15.69217 17.95942
110 H 8.34996 14.88238 15.58078
111 H 7.85295 15.66246 14.10883
112 H 5.90158 15.24484 12.66958
113 H 6.22785 14.54872 10.29401
114 H 8.40236 14.33558 9.42761
115 H 10.45454 14.60585 10.88705

Results
* gap between HOMO and LUMO: 0.2356 Ha
* electronic energy: -149341.67991 eV
* relative energy (zero: lowest compared OMol25 entry of this formula, charge and spin): 0.0 kJ/mol
* E_HOMO: -9.21 eV
* spin multiplicity: 1
* net charge: +1

This record from OMol25 describes a cluster of 5 separate species, C10H26N6O17P5 in total. The level of theory is the ωB97M-V functional and the def2-TZVPD basis.

CARTESIAN COORDINATES (ANGSTROEM)
1 N 1.55261 3.90186 5.16587
2 P 1.80785 2.52311 4.43592
3 C 0.91043 2.60548 2.80821
4 C 0.03467 3.65060 2.55925
5 N -0.62871 3.79004 1.35958
6 P -1.66700 5.22910 1.23983
7 O -3.05477 4.90998 0.86009
8 C -0.46959 2.89845 0.32050
9 C -1.22613 3.15560 -1.01146
10 P -2.74698 2.09719 -1.10043
11 O -2.49453 0.96090 -0.17094
12 O -4.10999 2.86412 -0.71130
13 O -2.92269 1.53581 -2.61282
14 C 0.40352 1.76775 0.49307
15 P 0.73767 0.49520 -0.80004
16 O -0.23313 0.48189 -1.91586
17 O 2.20666 0.90915 -1.46874
18 O 0.77429 -1.01345 -0.18935
19 C 1.10522 1.61057 1.76595
20 P 2.30529 0.24351 2.21900
21 O 3.18923 -0.23468 0.91842
22 O 1.51142 -1.01061 2.93563
23 H 1.11173 3.76187 6.07352
24 H 3.18240 2.35345 4.11561
25 H 1.38205 1.41931 5.21571
26 H -0.10938 4.39776 3.36481
27 H -1.68004 5.80338 2.54362
28 H -0.99762 6.11827 0.36432
29 H -0.50959 2.88878 -1.81948
30 H -1.45383 4.23316 -1.16792
31 H -4.36414 2.58502 0.18655
32 H -3.20694 0.60928 -2.48695
33 H 2.06868 1.71110 -2.00550
34 H 0.34252 -1.60703 -0.84462
35 H 3.01189 -1.16423 0.67135
36 H 0.56446 -1.05174 2.69547
37 C 3.54693 -1.18154 -3.54752
38 N 3.89746 -2.60496 -3.79601
39 O 3.65462 -3.06272 -4.89256
40 O 4.40454 -3.21118 -2.87163
41 H 3.10613 -0.76618 -4.44855
42 H 2.84174 -1.15339 -2.72326
43 H 4.46586 -0.65983 -3.29145
44 C -2.06211 -2.56098 -0.18161
45 N -1.39101 -3.57417 -1.03692
46 O -2.08510 -4.33654 -1.66249
47 O -0.16517 -3.55445 -1.04616
48 H -3.13702 -2.67880 -0.26725
49 H -1.73742 -2.72442 0.84258
50 H -1.75338 -1.58093 -0.54033
51 C 2.01486 -5.72317 -3.67201
52 N 2.36635 -7.14961 -3.90438
53 O 2.12351 -7.61610 -4.99871
54 O 2.87353 -7.74600 -2.97604
55 H 1.57444 -5.32059 -4.57860
56 H 1.30433 -5.69161 -2.84866
57 H 2.93266 -5.19708 -3.42111
58 C -3.85722 0.85267 3.48249
59 N -3.24916 -0.22706 2.66079
60 O -3.99647 -0.96608 2.06569
61 O -2.02875 -0.28502 2.64359
62 H -4.93748 0.78398 3.40213
63 H -3.53546 0.70354 4.51024
64 H -3.49874 1.80229 3.09087

Results
* gap between HOMO and LUMO: 0.2317 Ha
* electronic energy: -100969.51929 eV
* relative energy (zero: lowest compared OMol25 entry of this formula, charge and spin): 0.0 kJ/mol
* E_HOMO: -11.97 eV
* spin multiplicity: 1
* net charge: +1